The following is a DFT calculation (ωB97M-V/def2-TZVPD) of a structure of composition C12H34N3O4Sr2 at a distorted geometry.

The calculation puts the LUMO energy at -11.483 eV. The total charge is +3. The HOMO-LUMO gap comes out at 4.8 eV.

Last column: Mulliken charge in e.
Element x y z (Å)
Sr -9.0595 -17.2032 -14.3146  1.72
Sr -10.8873 -18.1080 -17.1433  1.65
O -10.0438 -15.9730 -16.2112  -0.67
H -9.9886 -15.0400 -16.4173  -0.09
C -14.4565 -16.2360 -15.9529  -1.45
C -14.0221 -15.8795 -17.3819  0.04
C -14.1737 -14.3998 -17.7803  -0.74
O -13.5647 -14.2675 -19.0367  -0.30
C -13.1889 -12.9432 -19.4024  -0.78
N -12.6731 -16.3745 -17.7006  -0.32
H -13.8898 -15.6709 -15.2043  0.31
H -14.2478 -17.2874 -15.7419  0.30
H -15.5244 -16.0388 -15.8979  0.44
H -14.8127 -16.4368 -17.8921  0.29
H -13.6983 -13.7476 -17.0366  0.36
H -15.2434 -14.1816 -17.8297  0.44
H -12.5951 -12.9636 -20.3119  0.20
H -12.6743 -12.5009 -18.5440  0.38
H -14.0937 -12.3690 -19.6190  0.32
H -12.6234 -16.0475 -18.6716  0.14
H -12.0086 -15.8863 -17.1021  0.48
C -5.5601 -17.5078 -15.1039  -1.20
C -5.8014 -17.0426 -13.6844  0.33
C -6.3035 -15.6157 -13.4996  -0.77
O -7.5220 -15.3528 -14.2187  -0.34
C -7.7779 -13.9557 -14.4215  -0.99
N -6.7802 -18.0384 -13.1525  -0.74
H -6.3199 -17.1206 -15.7925  0.15
H -5.4938 -18.5938 -15.1578  0.40
H -4.5863 -17.1760 -15.4688  0.39
H -4.8946 -17.0344 -13.0734  0.43
H -5.5183 -14.9722 -13.9035  0.42
H -6.5192 -15.3746 -12.4567  0.48
H -7.1179 -13.6791 -15.2492  0.36
H -7.4692 -13.3276 -13.5833  0.39
H -8.8301 -13.7816 -14.6285  0.28
H -6.3863 -18.9771 -13.1147  0.24
H -6.8896 -17.8774 -12.1454  0.28
C -9.6129 -14.3082 -19.9526  -1.74
C -10.1400 -15.7326 -20.2251  0.43
C -9.5099 -16.2900 -21.5085  -1.03
O -9.9510 -15.4970 -22.5835  -0.30
C -9.3871 -15.8088 -23.8383  -0.80
N -9.8453 -16.5718 -19.0397  -0.10
H -9.8324 -13.7253 -20.8470  0.44
H -8.5297 -14.3484 -19.8214  0.49
H -10.1485 -13.8645 -19.1113  0.39
H -11.2045 -15.6099 -20.4358  0.03
H -9.9381 -17.2945 -21.6386  0.44
H -8.4257 -16.4407 -21.4716  0.46
H -8.3100 -15.6320 -23.8909  0.33
H -9.8543 -15.1504 -24.5691  0.27
H -9.5872 -16.8207 -24.2026  0.32
H -9.1447 -17.2283 -19.4127  0.43
H -9.2396 -16.0203 -18.4350  0.10